# C4H10N2O2

One molecule with the formula C4H10N2O2 (ωB97M-V with the def2-TZVPD basis set, the Open Molecules 2025 dataset).

Geometry as XYZ:
```
18
Properties=species:S:1:pos:R:3:forces:R:3
C 1.368 1.959 -0.287 1.1 -1.1 0.7
C 0.880 0.476 -0.338 3.0 -0.9 0.0
N 1.086 -0.367 -1.553 -0.3 0.0 -2.3
C -0.651 0.591 -0.077 0.5 -3.2 1.7
O -1.405 1.026 -0.888 -0.6 1.4 -1.1
N -1.081 -0.047 1.086 2.3 -0.1 0.3
C -0.282 -1.251 1.525 -2.0 3.5 1.1
O -0.334 -2.189 0.605 -0.2 -3.2 -2.1
H 1.055 2.394 -1.267 0.2 0.5 1.3
H 0.868 2.226 0.672 0.0 1.1 -1.0
H 2.494 2.091 0.005 -1.9 -0.4 -1.2
H 1.588 -0.134 0.398 -2.2 1.6 -0.9
H 1.932 -0.292 -2.198 -1.0 0.4 2.1
H 0.331 -0.290 -2.258 0.2 0.3 0.9
H -2.047 -0.121 1.312 -0.8 0.3 -0.4
H 0.672 -0.901 1.775 1.6 0.4 0.2
H -0.715 -1.525 2.479 -0.4 -0.7 0.0
H -0.187 -1.895 -0.318 0.4 0.1 0.8
```
Forces are in eV/Å.

Properties
Energy relative to the best compared isomer or geometry (same formula, charge and spin) (kJ/mol): 277.5
Energy (eV): -11384.027
HOMO level (eV): -9.5
SMILES: C[C@H](N)C(=O)NCO
LUMO (eV): 0.9